[1]
Below is an isolated ion of composition C3H8N3S and charge +1 at a distorted geometry, with properties calculated with ωB97M-V/def2-TZVPD.

```
15
Properties=species:S:1:pos:R:3:forces:R:3
N -2.5744 1.5283 -0.0888 -0.82 0.50 -0.36
N -1.8393 0.3513 -0.1630 -0.99 -3.87 0.50
C -0.5308 0.1540 -0.0247 0.07 2.67 -2.09
N 0.0321 -1.0398 -0.0989 -2.80 -3.03 1.82
C 1.3673 -1.3781 -0.1363 2.09 3.06 0.47
C 2.4468 -0.5643 -0.0300 0.08 -1.73 -2.86
S 2.5928 1.2065 -0.0523 1.19 -0.48 -2.67
H -3.6499 1.4783 0.0169 2.88 -0.37 0.08
H -2.0536 2.1520 0.5000 -0.66 0.57 0.34
H -2.4478 -0.5509 -0.2211 1.40 2.16 0.13
H 0.2363 1.0067 -0.2235 -1.59 -1.01 0.84
H -0.5533 -1.8983 0.2001 0.87 1.98 -0.92
H 1.5776 -2.3825 -0.2902 -0.05 -1.73 -0.18
H 3.3154 -1.1072 -0.4404 -0.03 0.44 0.91
H 2.0810 1.0440 1.0521 -1.65 0.85 3.99
```
Forces are in eV/Å.

* LUMO: -4.2 eV
* total charge: +1
* energy: -18536.365 eV
* Kohn-Sham gap: 8.43 eV
* relative energy (zero: lowest compared OMol25 entry of this formula, charge and spin): 3.141 eV
* F_max: 4.51 eV/A

***

[2]
Below is a 8-piece molecular cluster, C23H35Cl2NO19 overall at a distorted geometry, with properties calculated with ωB97M-V/def2-TZVPD.

```
80
Properties=species:S:1:pos:R:3:forces:R:3
C -4.8304 0.8288 3.0861 0.21 -0.43 -3.90
C -4.5432 -0.5652 3.4049 -1.25 -2.91 -0.84
O -3.3942 -0.5183 4.1931 0.15 1.30 2.33
C -3.4756 0.7534 4.8177 4.02 0.42 -1.28
O -2.6369 1.3106 5.4683 -0.61 -1.87 0.92
O -4.3122 1.4783 4.1412 -2.36 2.87 2.02
H -5.8380 1.0427 2.7298 -0.10 0.24 0.85
H -4.1680 1.0825 2.2584 -0.10 0.29 -0.63
H -4.3184 -1.2241 2.5662 -0.12 0.31 -0.28
H -5.4107 -1.0105 3.8920 0.15 -0.24 0.65
C -3.1873 -2.3591 -3.3596 -1.19 -1.24 -2.93
C -2.3499 -1.1425 -3.5720 -0.03 -0.45 0.64
O -2.6736 -0.4102 -2.3786 0.83 0.45 0.30
C -3.4515 -1.1476 -1.5781 -1.11 1.16 3.64
O -3.7019 -0.8612 -0.3964 0.89 -0.56 -3.05
O -3.9399 -2.2164 -2.1952 0.38 0.14 0.72
H -2.5530 -3.2455 -3.3475 -0.48 -0.22 0.17
H -3.8669 -2.3629 -4.2118 -0.22 -0.89 0.14
H -2.6198 -0.5864 -4.4697 0.39 0.16 0.30
H -1.3577 -1.5937 -3.5692 0.62 1.44 -0.07
C 3.4229 -0.2011 3.0635 0.34 -0.43 0.08
C 2.5221 -0.8709 4.1044 -0.63 1.37 -0.29
O 3.3916 -1.6592 4.8157 0.26 -2.48 2.11
C 4.6588 -1.6450 4.3902 0.55 -1.04 -1.00
O 5.5659 -2.3636 4.7244 -1.40 1.29 0.03
O 4.6884 -0.7829 3.3682 1.55 0.93 -0.54
H 3.4524 0.8843 3.1590 0.14 -0.11 -0.21
H 3.2424 -0.5335 2.0412 -0.46 0.48 0.11
H 1.7223 -1.4168 3.6040 -0.01 -0.43 0.27
H 2.0925 -0.2229 4.8684 -0.31 0.43 -0.53
C 4.7621 -0.2659 -1.2176 -0.29 -1.24 -0.66
C 6.1470 -0.9188 -1.0502 0.45 2.96 -0.29
O 6.0305 -2.2795 -1.1400 -2.34 -1.73 -0.28
C 4.7290 -2.5966 -1.4791 0.39 0.58 0.61
O 4.3274 -3.7262 -1.4963 -0.24 1.39 -0.39
O 3.9929 -1.4148 -1.7137 0.73 -1.47 0.83
H 4.7013 0.4891 -2.0015 0.25 -0.04 0.09
H 4.3465 0.1496 -0.2996 -0.22 -0.38 -0.02
H 6.5351 -0.6161 -0.0776 0.49 -0.18 -0.23
H 6.7367 -0.5821 -1.9028 0.57 0.13 0.40
C -1.2001 1.8874 -0.0298 0.09 1.55 0.95
C -1.0595 1.7604 1.4526 -2.80 -0.58 0.37
O 0.1531 1.1028 1.6891 0.28 -0.27 -0.37
C 0.8562 1.2359 0.5371 3.52 -0.25 1.54
O 2.0339 0.9069 0.4664 -2.28 0.25 -0.45
O 0.1742 1.8860 -0.3695 0.49 -0.27 -2.07
H -1.5110 2.9315 0.0075 -0.63 -0.38 -1.89
H -1.8047 1.1508 -0.5588 0.20 0.19 -0.13
H -1.9259 1.1651 1.7407 0.26 -0.02 0.96
H -1.1659 2.7927 1.7861 0.79 -0.39 1.18
C 1.3228 0.6624 -3.1107 -1.20 0.63 -1.59
C 0.0172 1.4556 -3.4054 -0.56 -2.28 2.06
O -0.1830 1.2162 -4.8477 -1.53 1.43 2.54
C 1.0362 1.3077 -5.3310 2.18 -1.62 -1.72
O 1.3642 1.4355 -6.4788 -0.65 0.37 1.21
O 1.9148 0.9683 -4.3577 2.77 0.71 -0.49
H 1.2677 -0.4259 -3.1373 -0.82 -0.22 0.33
H 1.8830 0.8918 -2.2043 0.18 0.76 -0.45
H 0.0129 2.4784 -3.0284 0.49 0.32 -1.00
H -0.7273 0.9911 -2.7589 -0.77 -0.10 -0.86
C 0.2616 -5.1579 -0.8272 -0.13 0.30 -1.53
C -0.4596 -3.8092 -0.4814 1.24 -3.87 2.38
O -1.4840 -3.5152 -1.1202 -0.17 0.86 -1.25
N -0.1926 -3.3478 0.6975 0.57 0.85 -0.20
C -0.8164 -2.1667 1.1634 -1.36 1.29 0.68
H 1.3301 -4.9796 -0.9479 0.11 0.37 0.35
H -0.0488 -5.5193 -1.8076 -0.27 0.01 0.11
H 0.0638 -5.9378 -0.0918 -0.22 0.39 0.21
H 0.3187 -3.8129 1.4340 0.80 -0.66 -0.83
H -1.4266 -1.7778 0.3482 -0.29 0.26 0.38
H -0.1203 -1.3930 1.4873 0.26 -0.22 -0.08
H -1.4218 -2.4607 2.0208 -0.35 0.45 -0.04
Cl -0.7764 5.6558 1.5382 -0.17 -0.27 0.37
C -0.8804 6.2216 -0.1153 -0.75 0.87 -1.26
C -2.3064 6.3280 -0.7150 0.47 -0.54 -0.15
Cl -2.8565 4.6507 -1.2133 -0.09 0.94 0.17
H -0.2661 5.5838 -0.7510 -0.18 -0.11 0.10
H -0.4351 7.2140 -0.1849 -0.01 0.04 0.33
H -2.2876 6.9476 -1.6116 0.32 -0.36 -0.21
H -3.0933 6.7961 -0.1237 0.31 -0.45 0.54
```
Forces are in eV/Å.

* LUMO (alpha / beta): -4.4 / -9.1 eV
* total charge: +1
* expectation value of S²: 0.755
* energy: -89843.700 eV
* Kohn-Sham gap (alpha / beta): 8.50 / 3.75 eV
* F_max: 4.71 eV/A
* spin multiplicity: 2

***

[3]
Below is the molecule C9H13N3 at a distorted geometry, with properties calculated with ωB97M-V/def2-TZVPD.

```
25
Properties=species:S:1:pos:R:3:forces:R:3
C 1.3629 -2.0442 -0.2161 0.44 -1.02 -1.37
C 1.6168 0.8499 0.5136 0.35 1.93 0.89
C -1.8931 0.3847 -0.1115 -2.98 -0.90 1.41
C 0.2022 -1.4035 -0.1937 2.05 5.07 1.58
C 0.4310 0.4585 0.0958 -1.59 -4.14 -0.45
C 2.6673 -1.2927 -0.3423 -0.20 0.11 -1.54
C 2.7856 -0.0780 0.6050 0.31 -0.92 -1.18
C -0.7268 2.5472 -0.3486 -0.55 1.44 -0.25
C -3.2371 -1.5971 0.1712 0.37 2.96 1.31
N -1.0075 -1.8375 -0.0069 -0.36 -1.38 0.47
N -0.8235 1.1511 0.0320 3.87 0.00 0.06
N -1.9460 -0.9260 0.1227 -0.63 1.16 -1.42
H 1.2711 -3.1059 -0.5396 0.44 0.64 0.62
H 1.7528 1.8982 0.9547 -0.10 -1.42 -0.79
H -2.8701 0.8907 0.0108 0.64 -0.26 -0.38
H 3.5140 -2.0469 -0.4298 -0.75 1.31 0.67
H 2.6333 -0.7509 -1.3416 0.29 -0.86 0.66
H 3.7422 0.3511 0.4141 0.59 1.20 -0.99
H 3.0149 -0.3136 1.5945 -0.50 -1.02 2.15
H -1.8178 3.0412 -0.2576 2.74 -0.84 -0.13
H 0.1223 3.0619 0.2777 -2.17 -0.82 -0.91
H -0.3418 2.5856 -1.4153 -0.71 0.25 1.01
H -3.8941 -0.9086 -0.2797 -1.34 -0.13 -1.20
H -3.5804 -1.7180 1.1563 -0.21 0.21 1.80
H -3.0640 -2.5530 -0.1152 -0.02 -2.57 -2.00
```
Forces are in eV/Å.

* LUMO (alpha / beta): 0.6 / 0.6 eV
* total charge: 0
* energy: -14008.353 eV
* Kohn-Sham gap (alpha / beta): 6.79 / 6.79 eV
* relative energy (zero: lowest compared OMol25 entry of this formula, charge and spin): 4.858 eV
* F_max: 5.69 eV/A

***

[4]
Below is the molecule C6H11NO, with properties calculated with ωB97M-V/def2-TZVPD.

```
19
Properties=species:S:1:pos:R:3:forces:R:3
H -2.4679 0.2322 -1.3856 0.03 -0.11 0.00
N -1.4716 0.0290 -1.3984 0.06 -0.45 -0.53
C -1.2235 -1.2674 -1.4228 -0.26 0.57 0.35
C 0.0517 -1.7879 -1.1761 0.37 0.38 0.57
O 1.2299 -1.0185 -1.2212 0.11 0.15 0.04
C 0.8565 -0.8049 0.0979 -0.44 -0.65 -0.59
C 0.3269 0.4550 0.4906 -0.74 0.23 -0.49
C 0.9953 1.6887 -0.1160 0.08 -0.12 0.09
C -0.0339 0.5811 1.9610 0.10 -0.03 -0.07
H -2.0235 -2.0101 -1.4259 0.02 0.06 0.00
H 0.2065 -2.8603 -1.1457 0.02 0.07 0.00
H 1.1844 -1.5570 0.8105 0.05 -0.01 -0.03
H -0.7269 0.4515 -0.3059 0.59 -0.07 0.72
H 1.9527 1.8877 0.3752 0.00 0.04 -0.04
H 1.1717 1.5514 -1.1815 -0.01 0.00 0.01
H 0.3620 2.5680 0.0156 -0.01 -0.04 0.00
H -0.5202 -0.3224 2.3345 0.00 0.01 -0.01
H -0.7211 1.4148 2.1159 0.02 -0.02 -0.01
H 0.8509 0.7693 2.5778 -0.02 -0.01 0.01
```
Forces are in eV/Å.

* LUMO: 0.9 eV
* total charge: 0
* energy: -9934.775 eV
* Kohn-Sham gap: 9.23 eV
* relative energy (zero: lowest compared OMol25 entry of this formula, charge and spin): 3.679 eV
* F_max: 0.98 eV/A